--- w ---
Below is one molecule with the formula C3H3NOS, with properties calculated with ωB97M-V/def2-TZVPD.

Last columns: bonded neighbours and bond lengths (Å).
CARTESIAN COORDINATES (ANGSTROEM)
1 C 0.7412 -0.2727 -1.3530  C2 1.302, C3 1.493, H7 1.040
2 C 0.2660 -1.2561 -0.6435  C1 1.302, C3 1.606, H8 1.041
3 C -0.4415 0.1834 -0.5648  C1 1.493, C2 1.606, N4 1.426, H9 1.053
4 N -0.3645 0.8125 0.7126  C3 1.426, S6 1.627
5 O -0.4192 1.6422 2.9731  S6 1.416
6 S 0.0857 0.5338 2.2508  N4 1.627, O5 1.416
7 H 1.0213 -0.0774 -2.3357  C1 1.040
8 H 0.4117 -1.9815 0.0887  C2 1.041
9 H -1.3007 0.4157 -1.1281  C3 1.053

Output
HOMO (spin up / spin down) in eV: -8.62 / -8.62
LUMO energy (spin up / spin down) in Eh: -0.02342 / -0.02341

***

--- x ---
Below is a 2-piece molecular cluster, C3H3NOS overall, with properties calculated with ωB97M-V/def2-TZVPD.

Last columns: bonded neighbours and bond lengths (Å).
CARTESIAN COORDINATES (ANGSTROEM)
1 C -2.1821 1.1057 0.1066  C2 1.243, H7 1.014
2 C -1.2306 0.5027 0.6329  C1 1.243, C3 1.363
3 C -0.0139 -0.0450 0.9126  C2 1.363, O5 1.158
4 N 0.5990 -0.7506 -0.9675  S6 1.647, H8 1.052
5 O 0.8619 -0.1623 1.6613  C3 1.158
6 S 2.2062 -0.9739 -0.6873  N4 1.647, H9 1.442
7 H -2.8864 1.6417 -0.3888  C1 1.014
8 H 0.2428 -1.7377 -0.8994  N4 1.052
9 H 2.4032 0.4193 -0.3704  S6 1.442

Output
HOMO (spin up / spin down) in eV: -7.61 / -7.61
LUMO energy (spin up / spin down) in Eh: -0.02462 / -0.02463

***

How far above the most stable structure does each one sit? In eV: w 0.110; x 0.000.

***

--- w ---
Below is one molecule with the formula C3H3NOS, with properties calculated with ωB97M-V/def2-TZVPD.

Last columns: bonded neighbours and bond lengths (Å).
CARTESIAN COORDINATES (ANGSTROEM)
1 S 2.8270 0.0489 -0.0292  C2 1.608
2 C 1.2196 0.0317 -0.0597  S1 1.608, C3 1.429, O6 1.660
3 C 0.2603 1.0913 -0.0601  C2 1.429, N4 1.301, H7 1.049
4 N -0.9801 0.6986 -0.0563  C3 1.301, C5 1.414
5 C -1.0004 -0.7151 -0.0333  N4 1.414, O6 1.339, H8 1.241, H9 1.199
6 O 0.2096 -1.2848 -0.0916  C2 1.660, C5 1.339
7 H 0.6742 2.0479 0.0538  C3 1.049
8 H -1.4576 -0.7401 1.1206  C5 1.241
9 H -1.7526 -1.1783 -0.8441  C5 1.199

Output
HOMO (spin up / spin down) in eV: -9.74 / -9.74
SMILES string: S=C1C=NCO1
LUMO energy (spin up / spin down) in Eh: -0.04684 / -0.04686

***

--- x ---
Below is one molecule with the formula C3H3NOS, with properties calculated with ωB97M-V/def2-TZVPD.

Last columns: bonded neighbours and bond lengths (Å).
CARTESIAN COORDINATES (ANGSTROEM)
1 C 1.3583 -0.6451 -0.3898  C2 1.428, H7 1.156, H8 1.025, H9 1.077
2 C 0.0614 -0.5792 0.2038  C1 1.428, O3 1.179, S4 1.891
3 O -0.6518 -1.4592 0.5315  C2 1.179
4 S -0.5713 1.2006 0.1248  C2 1.891, C5 1.673
5 C -2.1456 1.5679 0.5545  S4 1.673, N6 1.148
6 N -3.1997 1.7744 0.9594  C5 1.148
7 H 2.1032 0.2378 -0.3515  C1 1.156
8 H 1.1227 -0.5449 -1.3821  C1 1.025
9 H 1.9229 -1.5522 -0.2506  C1 1.077

Output
HOMO in eV: -10.24
SMILES string: CC(=O)SC#N
LUMO energy in Eh: 0.00935

***

How far above the most stable structure does each one sit? In eV: w 1.076; x 0.000.

***

--- w ---
Below is one molecule with the formula C3H3NOS, with properties calculated with ωB97M-V/def2-TZVPD.

Last columns: bonded neighbours and bond lengths (Å).
CARTESIAN COORDINATES (ANGSTROEM)
1 S 1.9506 -0.0885 -0.0643  C2 1.688, H7 1.358
2 C 0.2801 0.1034 0.0854  S1 1.688, C3 1.484, N6 1.391
3 C -0.6828 1.2323 0.0997  C2 1.484, C4 1.372, H8 1.116
4 C -1.8297 0.4968 -0.0578  C3 1.372, O5 1.278, H9 1.178
5 O -1.7350 -0.7769 -0.1023  C4 1.278, N6 1.388
6 N -0.4116 -1.1010 0.1610  C2 1.391, O5 1.388
7 H 2.4111 1.1731 0.1364  S1 1.358
8 H -0.5119 2.3215 -0.0749  C3 1.116
9 H -2.9533 0.8481 -0.1055  C4 1.178

Output
HOMO in eV: -9.13
SMILES string: Sc1ccon1
LUMO energy in Eh: 0.02571

***

--- x ---
Below is one molecule with the formula C3H3NOS, with properties calculated with ωB97M-V/def2-TZVPD.

Last columns: bonded neighbours and bond lengths (Å).
CARTESIAN COORDINATES (ANGSTROEM)
1 C -0.6216 -0.6863 0.7015  C2 1.398, N4 1.315, H7 1.145
2 C -0.1167 -1.3741 -0.4057  C1 1.398, S6 1.560
3 C 0.4073 1.1805 -0.1505  N4 1.430, O5 1.250, H8 1.146, H9 1.208
4 N -0.4608 0.6125 0.8344  C1 1.315, C3 1.430
5 O 0.9521 0.3933 -0.9548  C3 1.250
6 S 0.2516 -2.5851 -1.3181  C2 1.560
7 H -1.2652 -1.3612 1.3654  C1 1.145
8 H -0.1390 1.9875 -0.7531  C3 1.146
9 H 0.9923 1.8328 0.6809  C3 1.208

Output
HOMO (spin up / spin down) in eV: -9.01 / -9.01
LUMO energy (spin up / spin down) in Eh: -0.06483 / -0.06483

***

How far above the most stable structure does each one sit? In eV: w 0.000; x 1.607.

***

--- w ---
Below is a 2-piece molecular cluster, C4H12S2 overall, with properties calculated with ωB97M-V/def2-TZVPD.

Last columns: bonded neighbours and bond lengths (Å).
CARTESIAN COORDINATES (ANGSTROEM)
1 C 2.8499 0.1951 -1.3226  S2 1.831, H4 1.083, H5 1.089, H6 1.086
2 S 1.5598 -1.0559 -1.6713  C1 1.831, C3 1.869
3 C 0.5210 -0.0594 -2.8639  S2 1.869, H7 1.082, H8 1.081, H9 1.077
4 H 3.6021 0.1586 -2.1015  C1 1.083
5 H 2.3708 1.1715 -1.3855  C1 1.089
6 H 3.1453 0.1231 -0.2797  C1 1.086
7 H 0.5633 -0.5640 -3.8203  C3 1.082
8 H 1.0384 0.8815 -2.9849  C3 1.081
9 H -0.4394 -0.0115 -2.3781  C3 1.077
10 C -2.1223 1.7191 1.4356  S11 1.801, H13 1.083, H14 1.079, H15 1.091
11 S -2.1104 -0.0056 1.9551  C10 1.801, C12 1.788
12 C -0.3558 -0.1325 2.2724  S11 1.788, H16 1.084, H17 1.078, H18 1.087
13 H -1.8289 2.3618 2.2569  C10 1.083
14 H -1.4988 1.8648 0.5669  C10 1.079
15 H -3.1410 1.9911 1.1572  C10 1.091
16 H -0.1531 -1.0317 2.8429  C12 1.084
17 H -0.0212 0.6450 2.9400  C12 1.078
18 H 0.2720 -0.0784 1.3861  C12 1.087

Output
HOMO in eV: -8.44
SMILES string: CSC.CSC
LUMO energy in Eh: 0.03214

***

--- x ---
Below is a 2-piece molecular cluster, C4H12S2 overall, with properties calculated with ωB97M-V/def2-TZVPD.

Last columns: bonded neighbours and bond lengths (Å).
CARTESIAN COORDINATES (ANGSTROEM)
1 C -0.0255 0.8066 -3.2575  C2 1.571, H4 1.091, H5 1.098, H6 1.085
2 C 0.3130 0.0128 -1.9447  C1 1.571, S3 1.849, H7 1.079, H8 1.110
3 S 0.5175 -1.7690 -2.3926  C2 1.849, H9 1.330
4 H 0.7229 1.5792 -3.4378  C1 1.091
5 H -0.3639 0.3862 -4.2140  C1 1.098
6 H -0.9025 1.3341 -2.8980  C1 1.085
7 H -0.6049 0.0645 -1.3790  C2 1.079
8 H 1.1430 0.4566 -1.3564  C2 1.110
9 H 1.4383 -1.6659 -3.3472  S3 1.330
10 C -1.0667 0.4344 3.2115  C11 1.547, H13 1.107, H14 1.095, H15 1.091
11 C 0.1960 -0.4327 2.9923  C10 1.547, S12 1.864, H16 1.100, H17 1.079
12 S 0.5593 -0.6084 1.1728  C11 1.864, H18 1.402
13 H -1.7604 0.5304 2.3548  C10 1.107
14 H -1.6028 0.0513 4.0855  C10 1.095
15 H -0.8259 1.4551 3.5123  C10 1.091
16 H 0.0933 -1.4181 3.4702  C11 1.100
17 H 1.0859 0.0366 3.3838  C11 1.079
18 H 1.0836 -1.2537 0.0439  S12 1.402

Output
HOMO in eV: -8.63
SMILES string: CCS.CCS
LUMO energy in Eh: 0.01247

***

How far above the most stable structure does each one sit? In eV: w 0.000; x 2.231.

***

--- w ---
Below is one molecule with the formula C11H15NO3, with properties calculated with ωB97M-V/def2-TZVPD.

Last columns: bonded neighbours and bond lengths (Å).
CARTESIAN COORDINATES (ANGSTROEM)
1 C -5.0374 -1.1496 0.2374  C2 1.327, H16 1.097, H17 1.036
2 C -4.0325 -0.3012 0.4137  C1 1.327, C3 1.414, H18 1.086
3 C -2.9089 -0.3084 -0.4454  C2 1.414, N4 1.271, H19 1.137
4 N -2.0110 0.5852 -0.5466  C3 1.271, O5 1.435
5 O -2.1797 1.6932 0.3489  N4 1.435, C6 1.442
6 C -0.9956 2.5137 0.2835  O5 1.442, C7 1.528, H20 1.062, H21 1.071
7 C 0.2836 1.6953 0.1134  C6 1.528, C8 1.357, C15 1.452
8 C 0.4436 0.3906 0.4511  C7 1.357, C9 1.534, H22 1.148
9 C 1.8151 -0.0899 -0.0390  C8 1.534, O10 1.447, O12 1.415, C14 1.576
10 O 2.6270 -0.2914 1.1421  C9 1.447, C11 1.451
11 C 4.0136 -0.6669 0.9410  O10 1.451, H23 1.197, H24 1.166, H25 1.182
12 O 1.9384 -1.1684 -0.9461  C9 1.415, C13 1.420
13 C 1.2001 -2.3677 -0.7617  O12 1.420, H26 1.223, H27 1.126, H28 1.152
14 C 2.2960 1.2107 -0.7878  C9 1.576, C15 1.338, H29 1.044
15 C 1.4239 2.2117 -0.6233  C7 1.452, C14 1.338, H30 1.071
16 H -5.8895 -0.9918 0.9096  C1 1.097
17 H -4.7422 -1.8789 -0.4362  C1 1.036
18 H -4.1166 0.5430 1.0909  C2 1.086
19 H -2.7019 -1.2764 -1.0043  C3 1.137
20 H -1.1965 3.0533 -0.6090  C6 1.062
21 H -0.8548 3.1658 1.1210  C6 1.071
22 H -0.1576 -0.2948 1.1480  C8 1.148
23 H 4.1672 -1.0354 -0.1879  C11 1.197
24 H 4.2486 -1.4825 1.7404  C11 1.166
25 H 4.7293 0.2731 0.9868  C11 1.182
26 H 1.7138 -3.2089 -1.4862  C13 1.223
27 H 0.0971 -2.4206 -0.9842  C13 1.126
28 H 1.0966 -2.8634 0.2731  C13 1.152
29 H 3.2496 1.3134 -1.2012  C14 1.044
30 H 1.4806 3.1472 -1.1420  C15 1.071

Output
HOMO in eV: -8.18
SMILES string: C=C/C=N\OCC1=CC(OC)(OC)C=C1
LUMO energy in Eh: 0.01848

***

--- x ---
Below is one molecule with the formula C11H15NO3, with properties calculated with ωB97M-V/def2-TZVPD.

Last columns: bonded neighbours and bond lengths (Å).
CARTESIAN COORDINATES (ANGSTROEM)
1 C -2.7933 -1.4590 -1.0170  C2 1.261, H16 1.068, H17 1.265, H18 1.077
2 C -3.3098 -0.6917 -0.1605  C1 1.261, O3 1.375, C4 1.629, H19 1.140
3 O -4.1810 -1.0019 0.8575  C2 1.375, H20 1.087
4 C -2.2317 -0.0700 0.8902  C2 1.629, C5 1.417, H21 1.081, H22 0.981
5 C -1.3983 0.8720 0.2368  C4 1.417, O6 1.519, N7 1.320
6 O -1.5437 1.3958 -1.1816  C5 1.519
7 N -0.3053 1.4372 0.7148  C5 1.320, O8 1.468, H23 1.138
8 O 0.6824 2.4586 0.3465  N7 1.468, C9 1.547
9 C 1.3753 1.8054 -0.8731  O8 1.547, C10 1.802, H24 1.081, H25 1.156
10 C 2.0942 0.1856 -0.5445  C9 1.802, C11 1.491, C15 1.260
11 C 3.2096 0.3681 0.4282  C10 1.491, C12 1.435, H26 1.098
12 C 3.6847 -0.9714 0.6251  C11 1.435, C13 1.367, H27 1.196
13 C 3.0157 -2.1468 0.4271  C12 1.367, C14 1.346, H28 1.029
14 C 2.0054 -2.1974 -0.4607  C13 1.346, C15 1.502, H29 0.926
15 C 1.4259 -0.8529 -0.7950  C10 1.260, C14 1.502, H30 1.092
16 H -3.5306 -1.8482 -1.6846  C1 1.068
17 H -2.0216 -0.8299 -1.7981  C1 1.265
18 H -2.2580 -2.3338 -0.6885  C1 1.077
19 H -3.8095 0.3032 -0.4065  C2 1.140
20 H -5.0092 -1.6036 0.4931  O3 1.087
21 H -1.4867 -0.7979 1.1784  C4 1.081
22 H -2.5855 0.3337 1.7114  C4 0.981
23 H 0.0087 0.9496 1.6939  N7 1.138
24 H 2.1892 2.5101 -0.7723  C9 1.081
25 H 0.8258 1.8084 -1.8903  C9 1.156
26 H 3.6511 1.3007 0.8033  C11 1.098
27 H 4.4477 -0.9191 1.5445  C12 1.196
28 H 3.4360 -3.0834 0.4933  C13 1.029
29 H 1.4625 -2.8897 -0.7496  C14 0.926
30 H 0.6962 -0.6287 -1.5761  C15 1.092

Output
HOMO in eV: -8.69
SMILES string: C[C@@H](O)CC(=O)NOCc1ccccc1
LUMO energy in Eh: 0.01905

***

How far above the most stable structure does each one sit? In eV: w 0.000; x 5.013.

***

--- w ---
Below is a 2-piece molecular cluster, C4H10O3S overall, with properties calculated with ωB97M-V/def2-TZVPD.

Last columns: bonded neighbours and bond lengths (Å).
CARTESIAN COORDINATES (ANGSTROEM)
1 O -1.0132 0.9621 2.0890  C2 1.195
2 C -0.4094 0.2920 1.3047  O1 1.195, O3 1.383, C4 1.489
3 O 0.3795 -0.7718 1.7023  C2 1.383, H8 0.970
4 C -0.2275 0.5510 -0.1505  C2 1.489, C5 1.541, H9 1.082, H10 1.081
5 C 0.2704 -0.7034 -0.8941  C4 1.541, C6 1.535, H11 1.116, H12 1.120
6 C 0.3563 -0.5356 -2.4174  C5 1.535, S7 1.820, H13 1.061, H14 1.108
7 S 1.1216 -2.0021 -3.1770  C6 1.820, H15 1.316
8 H 0.2016 -0.9882 2.6312  O3 0.970
9 H -1.2233 0.8802 -0.4149  C4 1.082
10 H 0.3227 1.4213 -0.4802  C4 1.081
11 H -0.3407 -1.5593 -0.5193  C5 1.116
12 H 1.2784 -0.8699 -0.4352  C5 1.120
13 H -0.6158 -0.2982 -2.7687  C6 1.061
14 H 1.1080 0.2600 -2.5920  C6 1.108
15 H 1.3950 -1.5555 -4.3844  S7 1.316
16 O -1.4673 3.6722 4.2853  H17 0.999, H18 0.972
17 H -1.3827 2.8602 4.8614  O16 0.999
18 H -1.6496 3.1445 3.4901  O16 0.972

Output
HOMO in eV: -9.31
SMILES string: O=C(O)CCCS.O
LUMO energy in Eh: 0.01748

***

--- x ---
Below is a 2-piece molecular cluster, C4H10O3S overall, with properties calculated with ωB97M-V/def2-TZVPD.

Last columns: bonded neighbours and bond lengths (Å).
CARTESIAN COORDINATES (ANGSTROEM)
1 O -0.9741 -0.0378 2.3521  C2 1.207
2 C 0.1149 -0.0629 1.8323  O1 1.207, O3 1.352, C4 1.479
3 O 1.1243 -0.8043 2.3423  C2 1.352, H8 0.963
4 C 0.5279 0.6558 0.6079  C2 1.479, C5 1.573, H9 1.099, H10 1.107
5 C 0.8254 -0.3744 -0.5425  C4 1.573, C6 1.541, H11 1.090, H12 1.109
6 C 0.3295 0.1607 -1.9001  C5 1.541, S7 1.848, H13 1.063, H14 1.087
7 S 1.1999 -0.4708 -3.4035  C6 1.848, H15 1.311
8 H 0.7927 -1.2810 3.1111  O3 0.963
9 H -0.2633 1.3296 0.2494  C4 1.099
10 H 1.4855 1.2094 0.6574  C4 1.107
11 H 0.3109 -1.3131 -0.3360  C5 1.090
12 H 1.9145 -0.5249 -0.6907  C5 1.109
13 H -0.7115 0.0230 -2.0630  C6 1.063
14 H 0.4560 1.2397 -1.9480  C6 1.087
15 H 1.3051 -1.7374 -3.0813  S7 1.311
16 O -2.7685 0.9653 0.6970  H17 0.952, H18 0.985
17 H -3.5461 0.4203 0.7684  O16 0.952
18 H -2.1231 0.6029 1.3471  O16 0.985

Output
HOMO in eV: -9.22
SMILES string: O=C(O)CCCS.O
LUMO energy in Eh: 0.01951

***

How far above the most stable structure does each one sit? In eV: w 0.407; x 0.000.